Entry from OMol25: a molecular structure, C50H115CoN5O15 (ωB97M-V/def2-TZVPD).

The geometry in ORCA input format:
```
! RIJCOSX wB97M-V def2-TZVPD def2/J DEFGRID3
* xyz 2 4
Co 1.7480 -44.2293 -14.7495
C 6.6657 -43.6697 -18.8997
C 5.2348 -43.2447 -18.7370
N 5.0841 -41.9512 -17.7964
C 3.5577 -41.6780 -17.8042
C 5.4747 -42.3236 -16.3374
C 5.3712 -41.2033 -15.2512
C 5.8713 -40.6371 -18.2496
C 5.5046 -40.2273 -19.7147
O 6.2941 -40.9071 -20.7549
C 6.0779 -40.5010 -22.1081
H 6.9771 -44.3449 -18.1027
H 7.2043 -42.7237 -18.9564
H 6.7666 -44.1702 -19.8627
H 4.7511 -44.0497 -18.1837
H 4.7136 -43.0148 -19.6663
H 3.2856 -41.5959 -18.8565
H 3.2577 -40.8211 -17.2011
H 3.1526 -42.6001 -17.3874
H 6.4783 -42.7461 -16.3875
H 4.7742 -43.1102 -16.0569
H 4.3112 -40.9609 -15.1752
H 5.9379 -40.2882 -15.4233
H 5.7078 -41.5502 -14.2742
H 6.9489 -40.7562 -18.1367
H 5.5914 -39.8936 -17.5032
H 5.7815 -39.1823 -19.8539
H 4.4383 -40.1681 -19.9326
H 5.0297 -40.4688 -22.4053
H 6.4450 -41.2006 -22.8591
H 6.5550 -39.5475 -22.3345
C 1.4498 -41.3182 -10.2103
C 2.6528 -41.8310 -9.3758
N 3.2792 -43.1579 -9.8710
C 4.1979 -42.8446 -11.0662
C 4.2882 -43.7242 -8.7634
C 3.6899 -44.0656 -7.3616
C 2.1537 -44.1329 -10.2916
C 2.4688 -45.6694 -10.3780
O 3.7207 -45.9143 -10.9551
C 4.2502 -47.2220 -10.7820
H 1.9018 -40.8256 -11.0713
H 1.0546 -40.4942 -9.6162
H 0.7204 -42.0663 -10.5209
H 2.2250 -42.0302 -8.3932
H 3.5067 -41.1603 -9.2800
H 4.6477 -43.7756 -11.4110
H 4.9326 -42.0814 -10.8095
H 3.5510 -42.4659 -11.8576
H 5.0981 -43.0063 -8.6335
H 4.8515 -44.5694 -9.1589
H 4.4582 -44.5499 -6.7589
H 2.8964 -44.8068 -7.4577
H 3.4104 -43.1865 -6.7810
H 1.9203 -43.7800 -11.2962
H 1.4271 -43.9556 -9.4987
H 1.6903 -46.1266 -10.9888
H 2.3647 -46.2291 -9.4485
H 3.4900 -47.9423 -11.0843
H 4.5050 -47.4127 -9.7395
H 5.2093 -47.3255 -11.2895
C 10.9342 -43.7392 -13.2372
C 10.3487 -44.9629 -13.9266
N 8.9509 -45.3650 -13.3298
C 9.0859 -45.7213 -11.8321
C 7.8808 -44.2964 -13.5194
C 6.4478 -44.8324 -13.1248
C 8.6598 -46.7608 -14.0569
C 8.5462 -46.5247 -15.6429
O 9.8229 -46.7402 -16.2146
C 9.7287 -46.9754 -17.6803
H 11.2219 -43.8147 -12.1885
H 10.2646 -42.8808 -13.1852
H 11.8518 -43.4979 -13.7739
H 11.0041 -45.8230 -13.7893
H 10.1739 -44.7858 -14.9878
H 8.1510 -46.1725 -11.4996
H 9.3959 -44.8351 -11.2782
H 9.7383 -46.5900 -11.7441
H 7.8993 -44.0996 -14.5913
H 8.2467 -43.4724 -12.9068
H 6.1063 -45.7457 -13.6120
H 5.6991 -44.0813 -13.3767
H 6.3011 -45.1050 -12.0797
H 7.7556 -47.1220 -13.5670
H 9.5089 -47.3997 -13.8141
H 8.1422 -45.5892 -16.0298
H 7.8361 -47.2888 -15.9592
H 9.7453 -48.0348 -17.9365
H 10.5914 -46.5926 -18.2256
H 8.9242 -46.5231 -18.2603
C -3.1272 -49.9434 -18.9115
C -1.9552 -50.8679 -18.5436
N -1.7052 -50.9168 -17.0276
C -0.3542 -51.6694 -16.8644
C -1.3534 -49.5799 -16.3802
C -0.4137 -48.6612 -17.1683
C -2.9011 -51.5807 -16.3417
C -2.5637 -52.4040 -15.1338
O -1.9008 -51.6403 -14.1177
C -2.0153 -52.3239 -12.8535
H -4.0790 -50.3760 -18.6032
H -3.3067 -49.8751 -19.9845
H -3.1450 -48.9651 -18.4311
H -1.1188 -50.4550 -19.1075
H -2.1573 -51.8745 -18.9098
H -0.2755 -52.5220 -17.5389
H -0.0757 -52.0955 -15.9006
H 0.4938 -51.0237 -17.0924
H -1.1598 -49.7060 -15.3150
H -2.3030 -49.0530 -16.4729
H -0.3586 -47.7212 -16.6192
H -0.6911 -48.3616 -18.1790
H 0.6409 -48.9352 -17.1979
H -3.3531 -52.2463 -17.0771
H -3.7225 -50.9272 -16.0481
H -1.8960 -53.2387 -15.3472
H -3.4654 -52.8377 -14.7014
H -2.9332 -52.8734 -12.6445
H -2.0303 -51.5865 -12.0510
H -1.1614 -52.9854 -12.7072
C -5.5235 -40.7545 -16.3703
C -4.5298 -41.7519 -16.9066
N -3.0584 -41.3095 -16.5247
C -2.8318 -39.9089 -17.0475
C -2.7561 -41.1936 -14.9658
C -3.3651 -42.3273 -14.1014
C -2.0132 -42.2386 -17.2410
C -2.0458 -43.7398 -16.7252
O -3.3422 -44.3055 -16.7598
C -3.3436 -45.7393 -16.4308
H -5.4778 -40.5347 -15.3036
H -6.4350 -41.3500 -16.4218
H -5.5770 -39.8203 -16.9293
H -4.6587 -41.9811 -17.9644
H -4.7203 -42.6964 -16.3969
H -1.8165 -39.5701 -16.8417
H -3.5270 -39.1663 -16.6560
H -3.1028 -39.9792 -18.1009
H -3.0087 -40.1758 -14.6686
H -1.6721 -41.3073 -14.9598
H -3.0866 -42.2258 -13.0525
H -3.2303 -43.3731 -14.3778
H -4.4378 -42.2561 -14.2809
H -1.0803 -41.6750 -17.2475
H -2.4654 -42.1404 -18.2279
H -1.5782 -43.6795 -15.7425
H -1.4262 -44.4437 -17.2808
H -4.0961 -46.2284 -17.0494
H -3.6788 -45.9134 -15.4084
H -2.3986 -46.2068 -16.7075
C 1.0593 -40.2373 -14.8934
C 1.3095 -41.7458 -14.8668
O 2.1109 -42.2133 -14.0353
O 0.7590 -42.4878 -15.6318
H 0.6519 -39.7987 -13.9824
H 0.2816 -40.0280 -15.6278
H 1.9511 -39.7002 -15.2162
C 2.8538 -48.8743 -14.2492
C 3.2219 -50.0820 -15.0881
O 4.3275 -49.9858 -15.5697
O 2.4823 -51.0360 -15.1867
H 2.1719 -48.2730 -14.8505
H 3.7021 -48.2043 -14.1087
H 2.3591 -49.1481 -13.3173
C 4.8048 -46.4691 -16.2536
C 3.7069 -45.4899 -15.7556
O 2.8129 -44.9697 -16.5147
O 3.5674 -45.3132 -14.5701
H 4.2884 -47.3336 -16.6708
H 5.3288 -46.8633 -15.3829
H 5.4775 -45.9615 -16.9449
C -0.6055 -47.0440 -13.2128
C 0.0667 -45.7629 -13.8207
O 0.3889 -45.7081 -15.0139
O 0.3949 -44.8269 -13.0757
H -0.4580 -47.9879 -13.7375
H -1.6679 -46.8367 -13.0843
H -0.2015 -47.3358 -12.2435
C 0.8835 -44.1278 -19.3679
C 0.5446 -43.0336 -20.3493
O -0.5625 -42.5176 -20.2643
O 1.4033 -42.7158 -21.2010
H 0.5489 -43.7626 -18.3969
H 1.9458 -44.3717 -19.3632
H 0.4208 -45.1067 -19.4936
*
```

Its expectation value of S² is 3.76. The calculation puts the HOMO energy at -9.1868 eV. As for the total energy: -4758.44391 Eh.

Atom charges from the Mulliken analysis, given in e for atoms 1 to 2: Co 0.565; C -1.307